A molecular structure, C4H17NOPTc, computed with wB97M-V/def2-TZVPD.

The lowest unoccupied orbital energy (spin up / spin down) comes out at -3.14 / -4.02 eV. As for the total charge: +1. As for the spin multiplicity: 4.

Each line ends with the Mulliken charge.
Atoms and positions in Å:
C1 1.336 -1.732 1.108  -1.04
H1 0.615 -2.045 1.891  0.34
H2 2.239 1.885 -0.502  0.33
C2 1.612 0.979 2.545  -1.03
H3 -3.159 -0.732 -2.411  0.29
H4 0.199 -0.819 -1.651  0.07
H5 2.358 -2.047 1.403  0.40
H6 -1.217 -1.622 -0.643  0.16
P1 1.292 0.118 0.930  1.00
H7 2.646 0.760 2.880  0.38
H8 3.438 0.569 -0.182  0.37
N1 -2.820 0.915 -0.079  -0.77
H9 -1.692 -1.331 -3.254  0.30
C3 2.378 0.787 -0.425  -1.07
H10 -3.150 0.471 0.789  0.30
Tc1 -1.018 -0.141 -0.955  0.48
H11 -2.045 0.435 -3.234  0.31
H12 -2.705 1.914 0.143  0.31
C4 -2.105 -0.509 -2.653  -1.06
H13 1.492 2.073 2.410  0.33
H14 1.070 -2.215 0.147  0.32
H15 2.130 0.318 -1.396  0.36
O1 -0.174 0.491 0.567  -0.74
H16 0.891 0.617 3.307  0.33
H17 -3.612 0.862 -0.735  0.33